Below is 2 unconnected molecules or ions with the total composition C7H12O3 in a non-equilibrium geometry, with properties calculated with the ωB97M-V functional and the def2-TZVPD basis.

XYZ file:
```
22
Properties=species:S:1:pos:R:3:forces:R:3:nbo_charge:R:1
C 0.30082 0.17776 -1.88683 1.60 0.41 1.52 -0.3171
C 1.02157 0.12030 -0.77057 0.46 -0.52 2.42 -0.0990
C 1.50172 1.35051 0.00218 0.20 0.24 -0.30 -0.6808
C 1.14457 -1.14271 0.04161 -1.52 -1.77 -1.58 0.6197
C 1.91770 -1.17022 1.33537 -2.12 -1.14 1.15 -0.7420
O 0.57232 -2.16616 -0.39442 1.19 1.09 1.06 -0.6428
H -0.25608 -0.62340 -2.26675 -0.35 -0.94 -0.68 0.2243
H 0.33786 1.13620 -2.30900 -0.62 1.12 -1.09 0.1939
H 2.18166 1.23930 0.88829 0.33 -0.36 -1.66 0.2243
H 0.66400 1.65597 0.65466 -0.29 0.69 -1.16 0.2483
H 1.89260 2.02964 -0.80645 -0.54 0.16 1.53 0.2265
H 1.18950 -0.82617 2.16924 1.19 0.10 -1.42 0.2687
H 2.79147 -0.53722 1.26072 0.29 -0.40 0.45 0.2327
H 2.02051 -2.25214 1.63227 0.64 1.12 -0.58 0.2505
C -3.50896 -0.04503 0.53769 2.50 0.65 -1.49 -0.7169
C -2.03726 -0.52648 0.38087 -0.58 -0.11 0.11 0.8271
O -1.07611 -0.18024 1.04018 -1.18 -0.08 -0.04 -0.6336
O -1.98903 -1.41911 -0.60968 0.35 -1.35 -0.01 -0.7206
H -3.45130 0.90179 1.04474 -0.38 0.77 -0.46 0.2309
H -3.98560 -0.65750 1.20938 -1.02 -1.87 1.64 0.2321
H -4.03665 -0.16211 -0.42416 0.29 0.70 0.48 0.2394
H -1.19105 -2.04382 -0.58593 -0.45 1.51 0.10 0.5343
```
Forces are in eV/Å.

* maximum force: 0.058 hartree/bohr
* LUMO energy: 0.009 hartree
* charge: 0
* SMILES: C=C(C)C(C)=O.CC(=O)O
* orbital gap: 9.9 eV
* energy relative to the best compared isomer or geometry (same formula, charge and spin): 120.4 kJ/mol
* HOMO: -9.664 eV